C30H24Cl3N13O2S3Zr as an isolated structure, computed with ωB97M-V/def2-TZVPD.

```
76
Properties=species:S:1:pos:R:3:forces:R:3
H 2.690970 1.576096 2.614264 -0.002 -0.004 0.005
H 0.808209 0.896197 4.431947 0.008 0.012 -0.007
N 0.502537 -2.589357 0.198857 0.011 -0.001 0.007
N 1.788229 -2.466210 -0.199324 -0.026 -0.030 0.007
N 1.856483 1.011847 -2.453450 0.097 0.001 -0.017
C 3.096439 -2.014201 3.106845 -0.022 0.007 0.020
H -1.151311 0.482440 1.323117 -0.001 0.001 -0.008
N -6.297548 1.597348 -6.798693 -0.001 -0.023 0.004
H 0.771264 0.822891 -4.909531 -0.007 -0.008 0.009
H 1.287149 -4.034676 2.124079 -0.005 0.013 -0.007
N 0.663609 0.922297 2.348972 0.055 -0.045 0.012
H -0.384681 4.741953 -5.708080 -0.002 -0.001 -0.002
H 1.041343 -2.625646 8.113135 -0.002 0.000 0.002
C 0.504682 -2.574346 7.176359 -0.004 -0.002 -0.007
C -0.875286 -2.471916 4.784876 0.027 0.000 0.026
H 0.691644 -1.638316 2.764718 0.000 -0.012 -0.008
N 3.638245 2.105000 -2.942973 0.012 0.001 0.000
C -0.154350 0.893220 1.293514 0.025 -0.010 -0.006
C -3.167997 0.923463 -3.192478 -0.011 0.009 -0.005
H -1.217894 3.919366 -3.238074 -0.006 0.000 -0.001
C -5.708198 4.133229 -4.289241 -0.010 -0.007 -0.058
C -0.686542 3.751645 -5.372958 0.007 0.000 0.001
C 3.291504 -3.915841 4.770108 -0.012 0.002 0.004
C 0.961783 -1.116925 3.690483 0.030 0.043 -0.022
C 2.774957 -3.380720 3.628944 0.010 0.018 -0.015
Cl -1.763494 -2.422854 3.289332 -0.018 -0.010 -0.009
C 1.039741 -1.910106 6.085655 -0.007 -0.010 0.003
C -3.188346 2.109098 -2.433180 -0.008 0.016 -0.001
C 0.367263 -1.854526 4.871106 0.010 0.005 0.012
H -0.144350 2.381587 -7.004048 0.000 0.001 -0.001
C 0.152352 2.631625 -5.987544 -0.016 -0.001 0.017
H -4.059799 4.055801 -2.226525 -0.002 0.002 0.000
C 1.718120 1.755837 0.622191 0.016 -0.041 0.037
C 1.625428 -5.394023 3.764642 -0.007 0.018 -0.020
H 0.965616 -6.217605 3.545461 0.003 -0.001 0.002
C 1.761608 -1.506857 -1.097901 0.022 0.010 -0.003
N 4.047815 0.887275 -2.530301 0.006 -0.008 -0.012
C -4.839027 1.854170 -4.680763 0.000 -0.007 0.011
C 1.811846 -4.257561 3.044300 -0.016 -0.024 0.001
H 4.144260 -1.770136 3.272202 -0.001 0.012 0.006
H 0.540503 3.945235 -3.585675 0.000 -0.001 -0.002
H 3.758044 -1.447113 -1.476351 0.000 0.001 -0.001
C -5.659363 1.713108 -5.850795 -0.007 0.039 -0.014
C -4.862871 3.032623 -3.921685 0.013 -0.003 0.033
S 2.618122 -5.438802 5.160376 0.008 -0.015 0.019
C 1.862977 1.460985 1.938941 -0.026 0.046 -0.023
N -6.367662 5.025292 -4.586961 0.000 0.008 0.029
N 2.879532 -1.028066 -1.737883 0.003 -0.007 0.012
N -0.253569 -1.765144 -0.418903 0.025 0.014 0.001
H -1.746690 3.613274 -5.595128 -0.003 0.002 -0.003
O 2.364210 -0.972939 3.777682 -0.001 -0.029 -0.020
N 2.364633 2.202851 -2.903211 -0.003 0.013 -0.015
H 2.880579 -1.974753 2.035884 0.002 -0.006 -0.004
C -4.042569 3.144441 -2.809241 0.002 -0.021 -0.012
C -0.430677 3.561408 -3.895667 0.004 -0.011 -0.004
N 0.445212 1.388665 0.221780 -0.047 0.032 -0.050
O -0.384114 2.100170 -3.744720 0.017 0.025 0.019
H 1.208123 2.903270 -5.984677 0.000 0.002 0.001
S -2.129290 -0.447117 -2.790969 0.052 -0.004 0.017
H 2.014281 -1.445937 6.159868 -0.001 0.001 -0.002
N 0.516753 -1.046577 -1.289334 -0.030 0.021 0.037
H -0.701320 0.261098 3.754928 0.010 0.007 0.006
H 2.424723 2.202400 -0.056853 -0.004 -0.005 -0.008
C -1.434116 -3.144548 5.858529 -0.017 -0.001 -0.019
H -3.985247 -0.092553 -4.893157 -0.003 -0.001 -0.001
C 0.380231 0.293045 3.631816 -0.057 -0.018 0.003
Cl -1.410343 -4.039080 8.398269 0.000 -0.003 0.005
S -2.137016 2.355551 -1.034254 -0.012 -0.010 -0.016
C 2.936716 0.249799 -2.231895 -0.029 0.009 -0.010
C -3.999174 0.816580 -4.306967 0.003 0.006 0.008
C -0.093041 1.472111 -5.039074 -0.007 0.019 -0.022
C -0.729784 -3.189271 7.048267 0.011 0.000 0.011
H -2.396061 -3.627025 5.764241 0.001 0.000 0.000
Cl 4.449709 -3.184397 5.806566 0.002 0.007 -0.002
Zr -0.274373 0.930148 -1.905861 -0.059 -0.047 0.058
H -0.971343 0.880704 -5.297929 -0.001 0.001 -0.003
```
Forces are in eV/Å.

## Properties
Gap between HOMO and LUMO   7.99 eV
ΔE to the lowest compared entry with this formula, charge and spin   0.0 kcal per mole
Molecular weight   892.40 g mol⁻¹
HOMO level   -9.0 eV
Maximum force   0.10 eV Å⁻¹
E_tot   -4642.25445 hartree